[1]
# C25H50O9

A cluster of 8 separate species, C25H50O9 in total (wB97M-V/def2-TZVPD, the Open Molecules 2025 dataset).

Properties
Net charge   0
LUMO level   0.0139 Ha
Multiplicity   1
Relative energy (zero: lowest compared OMol25 entry of this formula, charge and spin)   0.000 eV

The geometry in XYZ format:
```
84
Properties=species:S:1:pos:R:3:lowdin_charge:R:1
O -4.2562 -2.2815 4.2170 0.078
C -4.7622 -1.2595 3.7650 -0.614
O -4.3692 -0.0945 3.7560 0.033
C -3.0002 0.2455 4.2030 -0.113
C -2.7652 1.7865 4.2970 -0.031
C -6.1892 -1.3885 2.9960 0.019
H -2.2552 -0.0885 3.5340 0.096
H -2.7212 -0.3645 4.9310 0.074
H -3.0372 2.3205 3.3740 0.065
H -1.7582 1.9755 4.6480 0.076
H -3.3862 2.2475 5.0170 0.051
H -6.3112 -2.4485 3.0200 0.043
H -6.1572 -0.7055 1.8890 0.116
H -7.0982 -0.7465 3.3810 0.094
C 0.6538 0.8275 1.0840 -0.056
C 0.0858 -0.4025 0.6720 -0.381
O -0.5432 -1.2635 1.5790 -0.083
C 0.5868 -1.0705 -0.6140 -0.012
H -0.0242 1.4615 0.5560 0.072
H 1.6748 1.0525 0.7400 0.109
H 0.6838 0.9645 2.1920 0.110
H 1.6008 -1.4905 -0.4120 0.089
H 0.8548 -0.2415 -1.5360 0.150
H -0.1672 -1.5095 -0.9480 -0.043
C -1.6352 -2.5825 -3.5820 -0.051
C -1.0002 -3.9365 -3.2370 -0.390
O 0.1398 -3.9905 -2.5040 -0.066
C -1.6252 -5.1665 -3.8530 -0.041
H -1.7772 -2.4125 -4.6630 0.087
H -1.0582 -1.7335 -3.2590 0.051
H -2.5842 -2.4155 -3.0710 0.089
H -2.4482 -5.5185 -3.0600 0.135
H -0.8802 -5.9175 -4.0390 0.069
H -2.3302 -4.6605 -4.6610 0.113
C 2.5638 -1.8245 2.9800 -0.033
C 3.9578 -1.2965 3.0370 -0.416
O 4.2678 -0.1995 3.7780 -0.068
C 5.0648 -1.7875 2.2260 -0.037
H 1.8498 -1.4425 3.7060 0.075
H 2.5248 -2.9705 3.0660 0.104
H 2.1628 -1.7675 1.7600 0.151
H 4.6828 -1.6915 1.2980 0.028
H 5.1788 -2.9695 2.3310 0.148
H 5.9258 -1.2315 2.4030 0.066
C 1.7938 0.0165 -5.7090 -0.022
C 2.5008 -1.2575 -5.4360 -0.541
O 3.3718 -1.5985 -6.2210 0.048
C 1.9648 -2.1225 -4.3490 -0.035
H 1.7448 0.6565 -4.8370 0.080
H 0.7388 -0.1595 -5.8610 0.094
H 2.3148 0.5565 -6.3840 0.046
H 1.6598 -1.3545 -3.5410 0.086
H 2.7078 -2.9065 -4.0500 0.091
H 1.0798 -2.9135 -4.8150 0.162
C 4.8308 1.3255 -2.6620 -0.044
C 4.7268 -0.2425 -2.3510 -0.469
O 3.8128 -0.5495 -1.5120 -0.024
C 5.7748 -1.0915 -2.8690 -0.066
H 4.8788 1.4675 -3.9300 0.150
H 5.4768 1.8465 -1.9480 0.063
H 3.9138 1.8835 -2.3430 0.062
H 5.7438 -1.0055 -3.9850 0.089
H 5.8268 -2.2415 -2.5510 0.135
H 6.8398 -0.6315 -2.6640 0.128
C -1.3762 5.6205 2.0420 -0.007
C -0.3422 4.8925 2.9440 -0.433
O -0.2342 3.6445 2.9290 0.011
C 0.4598 5.7265 3.9060 -0.014
H -2.3092 5.6285 2.3830 0.017
H -1.4522 5.1175 0.9540 0.135
H -1.0322 6.6345 2.0910 0.061
H -0.0672 6.5565 4.3540 0.087
H 1.3228 5.9795 3.2760 0.107
H 0.7208 4.9815 4.5850 0.060
C -4.7622 0.5595 0.3140 -0.058
C -3.7602 1.2865 -0.4700 -0.350
O -3.5852 1.0765 -1.8030 -0.062
C -2.8252 2.2525 0.3300 -0.009
H -4.4382 0.2505 1.3760 0.092
H -5.1162 -0.3145 -0.1800 0.074
H -5.5612 1.3395 0.3540 0.122
H -2.0642 2.5245 -0.3070 0.044
H -2.3902 1.5235 1.0210 0.073
H -3.2122 3.0285 0.9190 0.059
```

[2]
# C25H51BrCoN4Si4Te

A structure of composition C25H51BrCoN4Si4Te (wB97M-V/def2-TZVPD, the Open Molecules 2025 dataset).

Properties
Net charge   0
LUMO level (spin up / spin down)   0.0066 / 0.0059 Ha
Multiplicity   4

The geometry in XYZ format:
```
87
Properties=species:S:1:pos:R:3:lowdin_spin:R:1
Co -0.0317 -2.8230 0.1553 2.173
N 1.9102 -3.6980 1.1789 0.028
C 2.3913 -5.0042 0.7025 0.004
C 1.7175 -5.3277 -0.6109 0.004
N 0.2887 -5.0187 -0.5742 0.023
C -0.4589 -5.9869 0.2623 0.002
C -0.7683 -5.5001 1.6764 0.002
N -1.2475 -4.0794 1.6399 0.016
C -0.2386 -4.8997 -1.9804 0.003
C -1.6020 -4.2898 -2.0784 0.003
N -1.4855 -2.9100 -1.5413 0.024
H 2.5665 -2.9920 0.8232 0.000
H 1.9306 -3.5258 2.1959 0.000
H 2.0787 -5.7188 1.5042 0.000
H 3.4827 -5.0184 0.5725 0.001
H 2.0272 -6.3651 -0.8869 0.001
H 2.1301 -4.6850 -1.3422 0.001
H 0.0337 -6.9620 0.3457 0.001
H -1.3988 -6.1344 -0.2503 0.000
H 0.1839 -5.5089 2.2289 0.000
H -1.5376 -6.2146 2.1614 0.001
H -1.0397 -3.6242 2.5041 0.001
H -2.2153 -3.9964 1.5336 0.001
H -0.2444 -5.8203 -2.5184 0.000
H 0.4641 -4.1841 -2.4576 0.002
H -2.4420 -4.8310 -1.6329 0.000
H -1.8610 -4.2106 -3.1320 0.001
H -2.3491 -2.5500 -1.1600 0.000
H -1.1820 -2.2217 -2.2617 0.001
Br 3.4143 -1.2798 -0.9042 0.004
C 2.8882 -0.8018 0.8051 0.023
C 3.9276 -0.6340 1.7346 0.096
C 3.6369 -0.4031 3.0984 0.004
C 2.3329 -0.4272 3.5394 0.077
C 1.2573 -0.6660 2.6558 0.010
C -0.0267 -0.7291 3.1379 0.142
C -1.1422 -0.8428 2.2332 0.041
C -0.9594 -0.9600 0.9152 0.048
C 0.3790 -0.8860 0.2508 0.120
C 1.4924 -0.6424 1.1670 0.050
H 4.9773 -0.9438 1.4752 0.007
H 4.3847 -0.3786 3.8500 -0.002
H 2.2211 -0.2965 4.6255 0.003
H -0.2498 -0.6000 4.2092 0.008
H -2.1311 -0.7710 2.6749 -0.001
H -1.8458 -0.6746 0.3357 0.000
C -3.9080 2.7272 -2.1050 0.000
Si -2.7986 3.0227 -0.5446 0.004
C -3.1620 4.8268 -0.0674 0.001
C -3.5066 2.0227 0.9557 0.001
Si -0.4580 2.7265 -0.8710 0.024
Te 0.3585 0.3445 -1.5635 0.030
Si 0.2554 3.7082 -2.9783 0.006
C -0.3956 5.5358 -2.9834 0.003
C -0.2132 2.6900 -4.5479 0.001
C 2.1092 3.8737 -2.8976 0.000
Si 0.7821 3.4828 1.0395 0.002
C -0.2106 3.1146 2.5895 0.000
C 2.4271 2.7079 1.0840 0.002
C 0.9047 5.4455 0.8529 0.001
H -4.9172 2.7774 -1.6233 0.000
H -3.7202 1.7092 -2.4443 0.000
H -3.7330 3.3490 -2.9694 0.000
H -4.2025 5.1029 0.0177 0.000
H -2.6412 5.5255 -0.6874 0.000
H -2.6695 5.0171 0.8903 0.000
H -4.4255 2.4955 1.2466 0.000
H -2.7404 2.1925 1.7142 0.000
H -3.6807 0.9637 0.8457 0.000
H -1.4680 5.4857 -3.2118 0.000
H 0.1534 6.0875 -3.6755 0.000
H -0.2413 5.8833 -1.9400 0.000
H -1.2652 2.8101 -4.7190 0.000
H -0.1494 1.6261 -4.4433 0.001
H 0.3695 3.0463 -5.3792 0.000
H 2.4724 4.6861 -2.2679 0.000
H 2.5905 3.9676 -3.8988 0.000
H 2.4738 2.8779 -2.5674 0.000
H -0.2630 2.0623 2.8375 0.000
H -1.2534 3.3445 2.4904 0.000
H 0.2742 3.6983 3.4079 0.000
H 2.4111 1.6592 1.4794 0.001
H 3.2637 3.3379 1.5051 0.000
H 2.6853 2.4543 0.0144 0.000
H 1.5277 5.8667 1.6058 0.000
H -0.0734 5.8802 0.9763 0.000
H 1.3784 5.9017 -0.0286 0.000
```